ORCA calculation (the ωB97M-V functional and the def2-TZVPD basis) on a 2-piece molecular cluster, CHNOS overall at a distorted geometry.

Geometry as XYZ:
```
5
Properties=species:S:1:pos:R:3:forces:R:3:lowdin_charge:R:1
C -0.1962 0.8046 1.2553 0.218 -0.032 -0.165 -0.49
N -0.3758 -0.9570 -1.7715 0.923 0.189 0.819 0.01
O 0.7042 -1.0406 -1.3327 -0.847 0.167 -0.234 -0.29
S 1.0906 0.1490 0.7887 -0.014 -0.246 -0.265 0.80
H -1.2227 1.0440 1.0601 -0.280 -0.077 -0.156 -0.03
```
Positions in Å, forces in eV/Å.

The energy above the lowest of the compared OMol25 structures with the same formula, charge and spin is 104.6 kcal per mole. The gap between HOMO and LUMO (spin up / spin down) comes out at 5.741 / 5.701 eV. The value obtained for the LUMO energy (spin up / spin down) is -0.91 / -0.94 eV.

ORCA calculation (the ωB97M-V functional and the def2-TZVPD basis) on C26H29MoN6O7S2 as an isolated structure at a distorted geometry.

Geometry as XYZ:
```
71
Properties=species:S:1:pos:R:3:forces:R:3:lowdin_charge:R:1
Mo -0.2820 0.4523 -0.0061 -0.493 -0.489 -1.302 1.49
O 6.0761 2.5875 3.6794 -0.179 -0.228 0.329 0.17
N 5.5986 2.2364 2.6426 -0.228 -0.096 -1.175 -0.33
O 6.0263 2.4637 1.5210 0.306 0.015 0.232 0.10
C 4.2736 1.5557 2.6063 -0.697 -0.179 0.608 -0.02
C 3.4614 1.7181 3.6828 0.172 -0.789 -2.193 0.11
C 2.1045 1.3266 3.5896 -1.403 -0.506 -0.183 -0.09
C 1.2094 1.3556 4.6877 -0.606 -0.620 0.302 0.07
C -0.0803 0.8742 4.4968 -0.400 0.531 0.686 0.02
C -0.5868 0.6435 3.2057 0.334 0.066 0.603 -0.07
N 0.2120 0.7036 2.1572 0.375 -0.167 -0.833 -0.07
C 1.5562 0.8841 2.3571 -0.027 0.759 0.155 -0.18
C 2.4097 0.6639 1.2326 0.798 -0.220 0.622 -0.15
N 1.8503 0.1247 0.0887 0.688 0.494 0.409 -0.05
C 2.6980 -0.2805 -0.8725 -1.256 0.692 0.708 -0.09
C 4.0535 -0.1775 -0.7374 0.779 -1.171 -1.369 0.00
C 4.6170 0.3454 0.3788 0.620 0.955 1.181 0.07
C 3.8099 0.8815 1.4067 -0.876 -0.245 -0.619 -0.02
H 3.8280 2.1477 4.5519 0.667 0.842 1.549 0.13
H 1.4998 1.6576 5.7135 0.073 -0.159 -0.884 0.16
H -0.7614 0.7791 5.3629 0.461 0.092 -0.686 0.14
H -1.6310 0.4146 3.0376 0.016 0.043 -0.046 0.13
H 2.2597 -0.7032 -1.7508 -0.189 -0.118 -0.382 0.09
H 4.6298 -0.6057 -1.5693 0.067 0.323 0.622 0.15
H 5.6811 0.3871 0.5378 0.215 -0.046 -0.350 0.14
C 1.1457 3.4372 -3.5832 1.023 0.549 -0.490 -0.07
C 0.5819 2.8331 -2.3751 0.042 0.252 0.385 -0.70
S 0.0913 1.2763 -2.3398 -0.429 -0.132 1.024 1.00
C 0.5986 3.6223 -1.1486 -0.635 0.271 -0.189 -0.64
C 0.9251 5.0999 -1.1348 0.084 -0.929 1.121 -0.05
S 0.1884 2.8799 0.2642 -0.135 0.268 0.280 0.92
H 0.9932 2.8899 -4.5066 -0.061 -0.219 0.056 0.10
H 2.2313 3.4353 -3.3436 -0.205 0.086 -0.478 0.14
H 0.9026 4.4930 -3.7560 -0.202 -0.289 0.241 0.11
H 0.3730 5.6929 -1.8503 0.030 -0.113 -0.525 0.11
H 2.0109 5.1748 -1.2690 -0.107 0.315 -0.229 0.12
H 0.6752 5.4964 -0.1452 0.217 -0.031 -0.145 0.09
N -5.6155 1.1582 -1.1181 0.463 0.269 -0.105 0.23
C -4.6376 1.2030 0.0268 0.420 -2.198 -0.379 -0.01
C -3.2773 0.8353 -0.5705 0.599 -0.135 -0.608 -0.56
O -3.1984 0.5360 -1.7619 -0.004 0.515 1.561 0.05
O -2.3165 0.8866 0.3314 0.263 -0.322 -0.779 -0.22
H -5.8786 2.0721 -1.4732 -0.044 0.481 0.212 0.18
H -6.4666 0.6850 -0.9012 -0.924 -0.550 0.383 0.17
H -5.1840 0.6950 -1.9412 0.383 -0.138 0.430 0.17
H -4.8686 0.5059 0.8747 -0.224 0.441 -1.091 0.17
H -4.5408 2.1500 0.4483 -0.259 1.809 0.510 0.12
C 0.8778 -3.1024 -2.5032 -0.081 -0.885 -0.412 -0.06
C -0.6040 -3.5871 -2.4810 0.501 -0.064 0.509 -0.12
C -1.3851 -3.2981 -1.1443 -0.524 -0.222 -0.858 -0.26
C -2.9653 -3.4611 -1.4352 1.408 -0.943 -0.160 -0.12
C -3.8627 -3.6838 -0.2398 -0.781 0.104 -0.033 -0.07
C -0.9731 -4.3208 -0.1172 0.473 0.247 -0.201 -0.43
O -1.0642 -5.4911 -0.3042 -0.243 -0.590 -0.074 0.19
N -0.3750 -3.8178 1.0161 1.306 0.251 2.251 0.23
C -0.1391 -2.5222 1.4281 -0.765 0.395 -0.732 -0.47
O 0.4636 -2.2204 2.4206 -0.070 -0.018 -0.219 0.13
N -0.6818 -1.5519 0.5299 0.184 -0.955 -0.198 0.05
C -1.0384 -1.9370 -0.7030 0.323 1.057 0.986 -0.35
O -0.9779 -0.8872 -1.4748 -0.163 -0.368 0.411 -0.25
H 1.4137 -3.6725 -3.2876 -0.403 0.570 0.074 0.10
H 1.4164 -3.4576 -1.6090 -0.250 0.500 0.084 0.09
H 1.0111 -2.0181 -2.6944 -0.176 -0.702 0.184 0.05
H -0.6106 -4.6800 -2.6036 -0.128 0.357 0.076 0.14
H -1.2076 -3.1649 -3.2711 0.097 0.207 -0.405 0.12
H -3.0724 -4.3368 -2.1045 0.464 0.430 0.275 0.15
H -3.1726 -2.5926 -2.0260 -0.676 0.556 -0.298 0.10
H -3.4823 -4.3733 0.5138 0.233 -0.032 -0.165 0.09
H -4.8114 -4.1390 -0.5890 0.452 0.378 0.195 0.11
H -4.1012 -2.7468 0.2575 -0.094 0.134 0.202 0.06
H 0.0956 -4.4313 1.6944 -0.605 -0.384 -0.660 0.20
```
Positions in Å, forces in eV/Å.

The charge is +3. The gap between HOMO and LUMO (spin up / spin down) comes out at 5.793 / 5.870 eV. The value obtained for the LUMO energy (spin up / spin down) is -11.37 / -11.34 eV.

ORCA calculation (the ωB97M-V functional and the def2-TZVPD basis) on C2HNO4 as an isolated structure at a distorted geometry.

Geometry as XYZ:
```
8
Properties=species:S:1:pos:R:3:forces:R:3:lowdin_charge:R:1
C 0.1071 -0.6796 -0.9344 1.934 -1.109 -1.886 -0.16
C 0.9410 0.2764 -0.1605 1.784 1.182 -3.040 -0.14
N 1.7444 1.4804 -1.4571 -1.663 -1.876 1.960 -0.33
O 0.4356 -1.4615 -1.7917 -0.004 0.784 1.092 0.13
O 1.3087 2.5898 -1.5668 0.397 0.121 -0.240 0.07
O 2.6198 0.8994 -2.0254 0.457 0.440 -0.518 0.08
O 1.1744 0.4300 0.9449 0.312 0.361 2.150 0.24
H -0.8572 -0.4405 -0.6794 -3.218 0.097 0.482 0.11
```
Positions in Å, forces in eV/Å.

The energy above the lowest of the compared OMol25 structures with the same formula, charge and spin is 102.3 kcal per mole. The gap between HOMO and LUMO (spin up / spin down) comes out at 8.282 / 8.283 eV. The value obtained for the LUMO energy (spin up / spin down) is -1.46 / -1.46 eV.

For the records above, the corresponding E_tot values read -15419.70753; -74205.82139; -11764.84226 eV.